1.
25
Properties=species:S:1:pos:R:3 method="wB97M-V/def2-TZVPD" orbital_gap_ha="0.232 / 0.246" max_force_ev_per_a=2.02 total_energy_ha=-1085.72421 charge=0 de_lowest_kcal_mol=0.0 multiplicity=1 lumo_energy_ev="-0.559 / -0.357"
C 0.69652 -1.62719 -0.09457
C 0.24778 1.85364 1.57648
C 2.09318 -1.31529 -0.61548
C 2.57644 0.07706 -0.19255
N 1.85964 1.16008 -0.81551
Si -3.83464 -0.54443 0.57412
Si -3.02255 0.58784 -1.22805
Si 0.34926 1.80582 -0.31193
H 0.38590 -2.61983 -0.41125
H 0.68203 -1.59713 0.99304
H -0.02838 -0.90040 -0.46589
H -0.75068 2.14412 1.89330
H 0.46738 0.88984 2.02773
H 0.95094 2.58254 1.97901
H 2.10031 -1.37699 -1.70645
H 2.80116 -2.05437 -0.23456
H 2.47560 0.17832 0.89073
H 3.63914 0.17749 -0.44263
H 2.07799 1.22336 -1.80017
H -3.64372 0.25916 1.78755
H -5.25453 -0.94211 0.59526
H -3.08686 -1.79492 0.76716
H -3.79208 1.77298 -1.63593
H -2.90464 -0.21962 -2.45347
H 0.31651 3.12347 -0.94995

2.
16
Properties=species:S:1:pos:R:3 method="wB97M-V/def2-TZVPD" orbital_gap_ha=0.383 smiles="CC(=O)[C@@H]1CN1C" max_force_ev_per_a=3.05 total_energy_ha=-325.80744 charge=0 de_lowest_kcal_mol=81.6 multiplicity=1 lumo_energy_ev=0.987
C -1.35472 1.01190 1.59125
C -1.45531 -0.27903 0.81962
O -2.44361 -0.98171 0.81330
C -0.24819 -0.71183 0.03681
C 1.14678 -0.49633 0.49802
N 0.51665 0.24601 -0.69153
C 1.12131 -0.05400 -1.95246
H -1.13688 1.83472 0.90055
H -2.29888 1.18929 2.10812
H -0.52712 0.95984 2.31052
H -0.41625 -1.63161 -0.51977
H 1.83720 -1.31077 0.24084
H 1.39069 0.55506 0.65672
H 2.07540 0.49049 -2.00765
H 0.46897 0.30552 -2.74630
H 1.32396 -1.12755 -2.05806

3.
61
Properties=species:S:1:pos:R:3 method="wB97M-V/def2-TZVPD" orbital_gap_ha="0.329 / 0.294" max_force_ev_per_a=4.45 total_energy_ha=-1118.93124 charge=0 de_lowest_kcal_mol=177.0 multiplicity=2 lumo_energy_ev="0.653 / -0.314"
C 1.96867 -3.76442 -0.18578
C 0.45995 -3.19733 -0.14070
C 0.53053 -1.70961 0.45913
C 0.87242 -0.56675 -0.61850
C -0.24835 0.61316 -0.68997
C 0.19394 1.71653 -1.81575
O 1.58257 1.62258 -2.20692
C 2.45467 2.36983 -1.38152
C 3.80276 1.67023 -0.97253
C 4.87359 2.32570 -0.07963
C 4.62527 3.75860 0.45493
C 3.33215 4.48375 0.02840
C 2.26046 3.81262 -0.87303
C -1.66396 -0.02668 -1.10374
C -2.89730 0.52508 -0.22749
C -3.25596 -0.57637 0.87855
C -4.17884 0.55559 -1.24162
N -2.74843 1.91729 0.27648
O -2.65477 2.68949 -0.80656
C -1.56901 2.12418 1.15790
C -1.86210 1.80786 2.73364
C -1.26508 3.73023 1.13116
C -0.21854 1.37176 0.72569
H 2.05187 -4.81559 -0.62089
H 2.57559 -3.00480 -0.80960
H 2.40967 -3.73577 0.87982
H -0.18060 -3.85951 0.56805
H -0.04809 -3.13985 -1.16166
H 1.37168 -1.70883 1.25481
H -0.42323 -1.42193 1.02150
H 1.82921 -0.04978 -0.26509
H 1.03417 -1.06277 -1.63485
H -0.13467 2.72519 -1.40181
H -0.42070 1.56176 -2.78270
H 4.00052 0.60488 -1.36331
H 5.81821 1.75198 0.20879
H 5.37858 4.26874 1.14759
H 3.13525 5.53895 0.39849
H 1.29917 4.36120 -1.18028
H -1.69838 -1.17915 -1.00960
H -1.94130 0.17662 -2.20785
H -3.68075 -1.55327 0.43785
H -4.11217 -0.15816 1.53848
H -2.39584 -0.79275 1.61014
H -4.65962 -0.48646 -1.28795
H -4.98594 1.24744 -0.78888
H -3.92211 0.98853 -2.26218
H -1.31382 2.51854 3.43236
H -3.00609 1.84340 2.87906
H -1.55911 0.72717 2.98698
H -0.71767 4.06205 2.09352
H -0.65215 4.05136 0.22859
H -2.27581 4.28536 1.16143
H 0.10590 0.71819 1.61177
H 0.59674 2.18826 0.64125
C 0.57748 -7.62078 -0.48263
C -0.07687 -6.73071 0.52995
N -0.59178 -6.02985 1.32637
H 1.51683 -8.00746 -0.08447
H -0.08042 -8.45804 -0.72055
H 0.78161 -7.05751 -1.39462

4.
113
Properties=species:S:1:pos:R:3 method="wB97M-V/def2-TZVPD" orbital_gap_ha="0.216 / 0.192" max_force_ev_per_a=2.07 total_energy_ha=-5653.23599 charge=+2 multiplicity=4 lumo_energy_ev="-7.635 / -9.526"
W 0.32289 0.95731 0.67135
C 4.10283 2.87108 -0.93737
C 2.78222 2.68489 -1.69629
C 2.88407 3.33788 -3.07997
C 2.44376 1.24298 -1.83053
C 3.22194 0.33353 -2.50236
C 2.61557 -0.90083 -2.36911
C 3.27565 -2.15431 -2.90249
C 4.37863 -2.56203 -1.91351
C 2.43520 -3.35942 -3.30555
N 1.47874 -0.71370 -1.67665
N 1.33553 0.62669 -1.34054
B 0.27127 -1.59565 -1.44329
N -0.96526 -0.77129 -1.72977
N -1.41386 0.17967 -0.83273
C -2.67517 0.50675 -1.25540
C -2.94815 -0.18824 -2.42220
C -1.86852 -0.99490 -2.69767
C -1.72696 -1.87105 -3.91590
C -0.58013 -1.38025 -4.80761
C -1.67383 -3.38386 -3.65383
C -3.82147 1.29386 -0.64287
C -3.58377 2.73873 -0.22765
C -4.46225 0.46269 0.47568
N 0.10635 -2.10870 0.04684
N -0.34509 -1.25145 1.07354
C -0.62037 -1.98200 2.18041
C -0.32201 -3.29016 1.88486
C 0.11055 -3.33710 0.47943
C 0.50320 -4.55324 -0.23638
C 1.94016 -4.91232 0.22231
C -0.46586 -5.70842 0.07225
C -1.19709 -1.46362 3.44513
C -0.81286 -2.33113 4.64088
C -2.71916 -1.36497 3.29973
H 4.32353 3.93478 -0.82545
H 4.92320 2.42761 -1.50331
H 4.09575 2.40986 0.04905
H 1.98705 3.15234 -1.14406
H 3.78955 3.00848 -3.59044
H 2.93955 4.42403 -2.98632
H 2.03255 3.08997 -3.71773
H 4.15036 0.53139 -3.01308
H 3.77932 -1.80753 -3.80698
H 3.95937 -2.81929 -0.93951
H 5.09519 -1.75539 -1.76051
H 4.91898 -3.42861 -2.29480
H 2.07027 -3.90771 -2.43863
H 3.07060 -4.04233 -3.86978
H 1.59476 -3.09635 -3.94302
H 0.31004 -2.53662 -2.14376
H -3.85981 -0.12347 -2.99327
H -2.65582 -1.69444 -4.46043
H 0.35905 -1.32431 -4.25624
H -0.79211 -0.38797 -5.20765
H -0.44273 -2.05797 -5.65103
H -0.67215 -3.73228 -3.40811
H -1.98320 -3.90967 -4.55654
H -2.35440 -3.67798 -2.85178
H -4.55068 1.33434 -1.45104
H -2.82540 2.83966 0.54189
H -4.50636 3.14472 0.18831
H -3.32099 3.37092 -1.07975
H -3.92685 0.58267 1.40968
H -4.49122 -0.59645 0.21682
H -5.48630 0.79899 0.64254
H -0.41920 -4.13504 2.54858
H 0.49816 -4.36522 -1.30567
H 1.94933 -5.20880 1.27245
H 2.63121 -4.08135 0.09587
H 2.28555 -5.75491 -0.37617
H -0.37420 -6.04707 1.10524
H -0.21427 -6.54881 -0.57344
H -1.50513 -5.43685 -0.11653
H -0.79189 -0.47406 3.59887
H -1.32285 -3.29825 4.61185
H -1.12136 -1.82574 5.55369
H 0.26293 -2.49804 4.70094
H -3.16106 -2.35747 3.17739
H -3.00559 -0.75799 2.44666
H -3.13802 -0.91096 4.19688
N -0.49274 2.65132 -0.83946
C -0.69992 4.10524 -0.55128
C 0.59128 4.86043 -0.36410
C 1.38006 4.33269 0.83114
N 0.80280 3.08658 1.42150
H 0.02470 2.54442 -1.70859
H -1.41207 2.26704 -1.01725
H -1.32765 4.17716 0.33426
H -1.25694 4.54525 -1.37940
H 0.35466 5.91447 -0.22247
H 1.18122 4.81267 -1.27686
H 1.37505 5.05559 1.64716
H 2.41682 4.14740 0.57517
H -0.06803 3.37245 1.86619
H 1.41128 2.81437 2.19112
O 2.17172 1.19554 0.96935
O 1.80924 -0.15499 1.02664
F 0.80158 1.06241 2.87204
As 1.10571 1.32605 4.81199
F 1.48250 -0.33579 4.78405
F 2.68002 1.70857 4.28645
F 1.37624 1.58282 6.44864
F 0.60324 2.93562 4.44840
F -0.56394 0.93433 5.01837
F -2.36611 3.41610 5.45494
C -3.59384 3.88681 5.65294
F -3.94744 4.68292 4.66147
F -3.69695 4.47451 6.81597
S -1.94675 2.29132 2.85388
O -1.80027 3.67125 2.47383
O -3.22846 1.73577 3.13759
O -1.27845 1.39144 1.61185

5.
12
Properties=species:S:1:pos:R:3 method="wB97M-V/def2-TZVPD" orbital_gap_ha=0.304 max_force_ev_per_a=1.10 total_energy_ha=-323.15496 charge=-1 de_lowest_kcal_mol=39.7 multiplicity=1 lumo_energy_ev=4.206
O -1.42769 1.42930 -0.18333
C -0.85065 0.34067 -0.01607
N 0.44611 0.13316 0.08460
C 2.24911 0.75404 -0.19124
O 3.05604 -0.15387 0.08005
C -1.82493 -0.84790 0.11387
H 0.57971 -0.85059 0.27847
H 2.02135 1.07657 -1.21328
H 2.13190 1.54128 0.56209
H -2.47849 -0.87081 -0.75964
H -2.39732 -0.65730 1.02426
H -1.50514 -1.89453 0.22023